ORCA calculation (wB97M-V/def2-TZVPD) on a molecular structure, C21H24MoN5O3SSe at a distorted geometry.

Structure (XYZ):
```
56
Properties=species:S:1:pos:R:3:nbo_charge:R:1
Mo -0.02859 0.22120 -1.05919 1.70
C -2.12155 -5.11075 -0.41280 -0.28
O -1.91297 -3.71317 -0.15218 -0.51
C -2.88962 -2.79409 -0.50285 0.27
C -4.21291 -3.12780 -0.74831 -0.17
C -5.16132 -2.24611 -1.32220 -0.16
C -4.75463 -0.94143 -1.55042 -0.08
C -3.37170 -0.63814 -1.34794 -0.20
C -3.06280 0.72402 -1.58387 0.26
N -1.80605 1.24779 -1.42741 -0.41
N -1.80925 2.68528 -1.57956 -0.25
C -0.66658 3.12784 -1.29483 0.55
O 0.22563 2.10802 -1.05654 -0.52
C -0.14667 4.44550 -1.23991 -0.18
C -1.02387 5.49013 -1.11382 -0.16
C -0.44198 6.72814 -0.97208 -0.15
C 0.99540 7.01591 -0.98602 -0.09
C 1.84240 6.02329 -1.31823 -0.21
C 1.25467 4.74690 -1.38603 -0.09
C -2.39103 -1.50963 -0.77686 0.33
O -1.16770 -1.10437 -0.43763 -0.58
H -1.16087 -5.61362 -0.22812 0.22
H -2.48414 -5.32178 -1.48672 0.20
H -2.87968 -5.66021 0.14405 0.21
H -4.56339 -4.11862 -0.56447 0.26
H -6.18333 -2.54317 -1.53321 0.27
H -5.28260 -0.10098 -1.90988 0.24
H -3.94984 1.34193 -1.77122 0.27
H -2.09063 5.32957 -1.08901 0.25
H -0.99936 7.64430 -0.90557 0.25
H 1.24547 8.01442 -0.66376 0.25
H 2.90864 6.04112 -1.42611 0.25
H 1.90676 3.87119 -1.39367 0.21
Se 2.86976 -1.16429 -4.50677 0.68
C 1.81966 -0.67379 -3.32513 0.09
N 1.16581 -0.30293 -2.36304 -0.68
C 2.73783 -4.27123 1.52555 -0.61
C 1.50097 -3.56759 2.05770 -0.22
N 1.28074 -2.28967 1.33873 -0.55
C 1.70528 -1.10427 1.80348 0.42
S 1.20804 0.39776 0.93529 0.10
N 2.52427 -0.93912 2.82194 -0.52
C 2.84417 0.39451 3.40712 -0.23
C 4.02117 1.07920 2.68955 -0.62
H 2.83588 -5.16061 2.08180 0.25
H 3.63649 -3.65787 1.64952 0.21
H 2.59649 -4.51250 0.49636 0.22
H 1.58218 -3.22877 3.10237 0.20
H 0.61952 -4.23410 1.89523 0.24
H 0.43455 -2.26809 0.81396 0.42
H 2.83792 -1.75875 3.30708 0.44
H 3.11588 0.10252 4.43845 0.25
H 1.97433 1.06711 3.42842 0.23
H 4.96398 0.56783 2.78806 0.24
H 4.11206 2.07241 3.09728 0.25
H 3.79711 1.18958 1.61349 0.20
```

The net charge is +3. For the strongest force on any atom, the calculation gives 3.58 eV/A. The gap between HOMO and LUMO (spin up / spin down) comes out at 0.1622 / 0.1174 Eh. The value obtained for the HOMO energy (spin up / spin down) is -16.546 / -16.017 eV.


ORCA calculation (wB97M-V/def2-TZVPD) on 4 unconnected molecules or ions with the total composition C4H17N2O2 at a distorted geometry.

Structure (XYZ):
```
25
Properties=species:S:1:pos:R:3:nbo_charge:R:1
N 2.22719 0.49284 -0.05784 -0.91
C -0.44934 0.06310 -1.08122 0.20
C -0.19012 -1.32259 -1.64105 -0.74
C -1.37808 0.00047 0.14504 -0.39
N -2.08234 1.16152 0.67045 -0.58
C -2.61752 2.33571 -0.25017 -0.44
H 1.78244 1.00395 0.73756 0.41
H 2.53023 1.06823 -0.81725 0.38
H 1.22606 0.30808 -0.62391 0.28
H -0.80978 0.85874 -1.76740 0.24
H -1.15320 -1.86126 -1.45522 0.29
H 0.04703 -1.46949 -2.69710 0.27
H 0.72499 -1.74257 -1.13388 0.31
H -0.88711 -0.31614 1.22124 0.33
H -2.14633 -0.77275 -0.02209 0.32
H -1.76596 1.55965 1.54665 0.39
H -3.26979 1.99112 -1.02114 0.21
H -1.86812 2.85977 -0.77956 0.20
H -3.33696 2.81867 0.40204 0.25
H 1.16738 -1.46402 1.99411 0.49
H 1.48167 -0.92845 3.45241 0.50
O 1.32079 -0.73528 2.52999 -0.98
H 3.57117 -2.58291 -0.15135 0.49
H 2.96681 -1.17392 0.36582 0.50
O 2.90888 -2.15247 0.43388 -1.00
```

The net charge is +1. For the strongest force on any atom, the calculation gives 4.95 eV/A. The gap between HOMO and LUMO comes out at 0.2224 Eh. The value obtained for the HOMO energy is -13.454 eV. For the energy relative to the best compared isomer or geometry (same formula, charge and spin), the calculation gives 6.658 eV.


ORCA calculation (wB97M-V/def2-TZVPD) on a molecular structure, C10H8F5N2OSTl.

Structure (XYZ):
```
28
Properties=species:S:1:pos:R:3:nbo_charge:R:1
Tl -0.16195 -0.13613 1.37907 0.93
F -4.53226 -2.84254 7.05551 -0.30
C -3.84879 -2.40819 5.98836 0.23
C -3.60823 -3.25075 4.91705 0.27
F -4.05953 -4.50812 4.95316 -0.30
C -2.90838 -2.79931 3.81605 0.25
F -2.68807 -3.64321 2.79661 -0.31
C -2.40564 -1.48939 3.71891 0.24
O -1.74592 -1.05860 2.68930 -0.94
C -2.67580 -0.67084 4.83244 0.28
F -2.20916 0.58959 4.81012 -0.32
C -3.37138 -1.11015 5.93905 0.26
F -3.58677 -0.28540 6.96870 -0.30
C 3.70281 2.42066 -2.59375 -0.41
N 2.85272 1.72623 -3.52511 -0.41
C 2.91920 1.97728 -4.95703 -0.21
C 1.88132 0.99871 -5.51822 -0.22
N 1.09349 0.70127 -4.32978 -0.59
C 1.74875 1.02823 -3.18972 0.31
S 1.25324 0.63274 -1.65529 -0.34
H 4.73391 2.38794 -2.94575 0.20
H 3.63510 1.92615 -1.62855 0.25
H 3.40033 3.46590 -2.47902 0.20
H 3.92286 1.78773 -5.33738 0.21
H 2.65497 3.01697 -5.17856 0.19
H 2.35422 0.09644 -5.91519 0.19
H 1.27160 1.44740 -6.29988 0.21
H 0.37738 -0.00059 -4.31109 0.42
```

The net charge is 0. For the strongest force on any atom, the calculation gives 0.62 eV/A. The gap between HOMO and LUMO comes out at 0.2710 Eh. The value obtained for the HOMO energy is -7.596 eV. For the energy relative to the best compared isomer or geometry (same formula, charge and spin), the calculation gives 0.986 eV.